Record 1
The following is a DFT calculation (the ωB97M-V functional and the def2-TZVPD basis) of a structure of composition C50H77N4O5PZr.

The calculation puts the gap between HOMO and LUMO at 7.2 eV. The highest occupied orbital energy is -12.8704 eV. Its total charge is +2. The calculation puts the lowest unoccupied orbital energy at -5.62 eV. The largest force on an atom comes out at 2.33 eV/A. The molar mass comes out at 936.39 g mol⁻¹.

Element x y z (Å)
Zr: 1.55 0.28 -0.79
C: 5.29 0.06 -2.13
N: 3.94 -0.37 -2.51
C: 3.82 -0.13 -3.96
C: 3.87 -1.81 -2.24
C: 2.50 -2.38 -2.55
N: 1.45 -2.01 -1.57
C: 1.64 -2.93 -0.41
C: 0.89 -2.59 0.85
C: 0.04 -3.52 1.42
C: -0.43 -3.35 2.71
C: 0.07 -2.26 3.41
C: 0.97 -1.32 2.91
C: 1.33 -1.46 1.55
O: 2.10 -0.60 0.82
C: 1.53 -0.32 3.94
C: 0.45 0.70 4.33
C: 2.76 0.44 3.44
C: 1.98 -1.09 5.20
C: -1.38 -4.33 3.39
C: -0.72 -4.87 4.67
C: -2.68 -3.60 3.75
C: -1.72 -5.52 2.49
C: 0.14 -2.33 -2.21
C: -1.10 -1.56 -1.82
C: -2.26 -2.26 -1.56
C: -3.49 -1.62 -1.57
C: -3.50 -0.32 -2.05
C: -2.36 0.44 -2.36
C: -1.12 -0.18 -2.07
O: 0.10 0.43 -2.07
C: -2.57 1.68 -3.25
C: -4.04 2.13 -3.27
C: -2.20 1.21 -4.67
C: -1.75 2.93 -2.91
C: -4.75 -2.37 -1.17
C: -5.97 -1.44 -1.06
C: -4.53 -3.04 0.19
C: -5.05 -3.44 -2.23
H: 6.05 -0.46 -2.72
H: 5.48 -0.15 -1.08
H: 5.41 1.13 -2.30
H: 4.49 -0.79 -4.52
H: 4.10 0.90 -4.19
H: 2.80 -0.29 -4.31
H: 4.12 -1.96 -1.19
H: 4.60 -2.36 -2.84
H: 2.58 -3.47 -2.60
H: 2.20 -2.04 -3.54
H: 2.70 -2.94 -0.15
H: 1.37 -3.95 -0.72
H: -0.24 -4.40 0.84
H: -0.25 -2.13 4.44
H: 0.13 1.26 3.46
H: 0.86 1.40 5.07
H: -0.42 0.21 4.77
H: 2.52 0.99 2.54
H: 3.57 -0.26 3.23
H: 3.09 1.14 4.21
H: 1.14 -1.47 5.78
H: 2.54 -0.42 5.85
H: 2.61 -1.93 4.93
H: -0.55 -4.08 5.41
H: 0.24 -5.34 4.45
H: -1.37 -5.62 5.13
H: -2.50 -2.75 4.41
H: -3.37 -4.28 4.25
H: -3.17 -3.23 2.84
H: -0.83 -6.10 2.24
H: -2.22 -5.21 1.57
H: -2.40 -6.19 3.03
H: -0.06 -3.39 -2.10
H: 0.26 -2.14 -3.28
H: -2.21 -3.33 -1.38
H: -4.46 0.14 -2.23
H: -4.68 1.43 -3.80
H: -4.11 3.09 -3.79
H: -4.43 2.28 -2.26
H: -2.77 0.32 -4.94
H: -1.14 0.97 -4.73
H: -2.42 1.99 -5.40
H: -2.16 3.44 -2.04
H: -1.81 3.63 -3.76
H: -0.72 2.69 -2.73
H: -5.76 -0.59 -0.41
H: -6.81 -1.99 -0.64
H: -6.28 -1.07 -2.04
H: -5.45 -3.53 0.51
H: -3.75 -3.79 0.15
H: -4.26 -2.29 0.95
H: -5.18 -2.99 -3.21
H: -5.98 -3.97 -1.97
H: -4.25 -4.18 -2.29
C: 1.65 3.22 -4.47
C: 2.33 4.32 -3.97
C: 2.95 4.21 -2.74
C: 2.87 3.02 -2.04
N: 2.16 1.97 -2.48
C: 1.58 2.08 -3.68
C: 3.67 2.76 -0.82
C: 4.58 3.68 -0.31
C: 5.37 3.33 0.77
C: 5.26 2.06 1.29
C: 4.34 1.20 0.72
N: 3.53 1.54 -0.29
H: 1.16 3.24 -5.43
H: 2.39 5.24 -4.54
H: 3.51 5.05 -2.36
H: 1.02 1.23 -4.02
H: 4.69 4.66 -0.76
H: 6.07 4.05 1.18
H: 5.87 1.72 2.11
H: 4.24 0.19 1.09
C: -2.26 4.93 2.22
C: -2.07 4.13 0.95
O: -1.31 2.93 1.25
P: -0.38 2.24 0.14
O: 1.16 2.57 0.66
C: 1.43 3.40 1.83
C: 1.53 4.86 1.46
O: -0.37 0.69 0.77
C: -1.68 0.05 0.98
C: -2.18 0.19 2.40
H: -2.81 5.83 1.99
H: -1.29 5.20 2.64
H: -2.81 4.35 2.96
H: -1.55 4.72 0.19
H: -3.04 3.82 0.54
H: 2.37 3.04 2.25
H: 0.65 3.24 2.57
H: 2.36 5.05 0.79
H: 1.67 5.45 2.37
H: 0.61 5.21 0.98
H: -1.54 -0.99 0.73
H: -2.40 0.49 0.29
H: -1.53 -0.33 3.10
H: -3.17 -0.27 2.45
H: -2.28 1.23 2.70

These are the Löwdin partial charges, in e, on atoms 1 to 99: 1.91 -0.08 -0.26 -0.08 -0.19 -0.16 -0.20 -0.11 -0.14 0.03 -0.14 0.01 -0.07 -0.23 -0.32 -0.51 -0.03 -0.05 -0.03 -0.55 -0.03 -0.03 -0.05 -0.09 -0.15 0.01 -0.15 0.02 -0.08 -0.27 -0.37 -0.51 -0.06 -0.02 -0.06 -0.55 -0.05 -0.04 -0.03 0.11 0.08 0.09 0.11 0.09 0.07 0.12 0.14 0.15 0.11 0.13 0.14 0.12 0.11 0.06 0.10 0.09 0.04 0.10 0.10 0.08 0.09 0.10 0.08 0.10 0.09 0.08 0.10 0.07 0.09 0.07 0.09 0.14 0.14 0.13 0.09 0.09 0.10 0.09 0.10 0.07 0.10 0.07 0.09 0.03 0.09 0.09 0.09 0.10 0.07 0.07 0.09 0.09 0.08 -0.01 -0.01 0.02 -0.20 0.02 -0.15



Record 2
The following is a DFT calculation (the ωB97M-V functional and the def2-TZVPD basis) of a cluster of 6 separate species, C50H78BrClO16S in total.

The structure (SMILES) is COCCCCCCCC[C@@H]1OC(=O)[C@@](CCCCS(=O)(=O)Cl)(C[C@H](C)Br)[C@H]1C[C@H](C)OCc1ccccc1.O=C1CCCO1.O=C1CCCO1.O=C1CCCO1.O=C1CCCO1.O=C1CCCO1. The calculation puts the gap between HOMO and LUMO at 8.2 eV. The highest occupied orbital energy is -8.2162 eV. The calculation puts the lowest unoccupied orbital energy at -0.02 eV. The largest force on an atom comes out at 6.48 eV/A. The molar mass comes out at 1082.58 g mol⁻¹.

Element x y z (Å)
C: -5.39 1.32 -1.84
O: -4.13 1.08 -2.50
C: -3.27 0.24 -1.69
C: -2.41 1.01 -0.57
C: -2.26 2.60 -0.79
C: -2.12 3.25 0.70
C: -0.60 3.43 1.17
C: 0.17 2.02 1.46
C: -0.61 1.29 2.68
C: 0.20 -0.01 3.24
C: -0.80 -0.94 4.08
O: -1.62 0.07 4.79
C: -2.35 -0.67 5.81
O: -3.33 -0.13 6.36
C: -1.66 -2.13 6.09
C: -1.61 -2.53 7.64
C: -0.47 -1.80 8.51
C: -1.01 -0.66 9.51
C: -0.63 0.81 8.95
S: -2.08 1.95 8.82
O: -3.41 1.28 9.05
O: -1.94 3.03 9.89
Cl: -2.02 2.77 6.89
C: -2.59 -3.10 5.20
C: -3.71 -3.92 6.00
C: -4.30 -5.00 4.94
Br: -5.28 -2.81 6.57
C: -0.27 -1.80 5.31
C: 0.59 -3.14 5.08
C: 1.17 -3.34 3.60
C: -0.02 -3.90 2.66
O: 2.15 -4.43 3.70
C: 3.14 -4.35 2.65
C: 2.71 -5.48 1.54
C: 2.81 -5.26 0.01
C: 2.31 -6.40 -0.91
C: 1.72 -7.71 -0.29
C: 1.63 -7.96 1.26
C: 2.13 -6.81 2.17
H: -5.65 2.44 -1.96
H: -6.22 0.65 -2.26
H: -5.36 1.14 -0.70
H: -2.60 -0.46 -2.32
H: -3.98 -0.48 -1.12
H: -1.34 0.57 -0.63
H: -2.81 0.73 0.47
H: -3.17 3.11 -1.26
H: -1.30 2.87 -1.38
H: -2.56 4.32 0.59
H: -2.79 2.71 1.46
H: -0.64 3.98 2.19
H: 0.01 4.12 0.48
H: 1.20 2.32 1.89
H: 0.27 1.38 0.53
H: -0.73 2.09 3.50
H: -1.64 0.98 2.30
H: 0.58 -0.55 2.29
H: 1.10 0.31 3.88
H: -1.58 -1.36 3.35
H: -1.52 -3.68 7.75
H: -2.62 -2.21 8.09
H: 0.00 -2.62 9.18
H: 0.39 -1.36 7.91
H: -2.11 -0.79 9.78
H: -0.41 -0.79 10.49
H: 0.16 1.34 9.61
H: -0.15 0.74 7.90
H: -2.00 -3.88 4.58
H: -3.13 -2.43 4.42
H: -3.28 -4.56 6.86
H: -5.13 -5.65 5.40
H: -4.59 -4.51 3.96
H: -3.43 -5.72 4.72
H: 0.48 -1.10 5.80
H: 1.51 -3.07 5.78
H: 0.03 -4.10 5.38
H: 1.61 -2.38 3.18
H: -1.00 -3.33 2.75
H: 0.26 -3.88 1.54
H: -0.27 -5.00 2.96
H: 3.27 -3.32 2.19
H: 4.12 -4.77 3.10
H: 3.23 -4.24 -0.34
H: 2.37 -6.23 -2.04
H: 1.33 -8.54 -0.97
H: 1.20 -8.90 1.74
H: 2.07 -6.93 3.31
O: 0.24 2.14 -4.00
C: -0.36 3.11 -4.38
O: -0.66 4.18 -3.59
C: -1.47 5.10 -4.32
C: -1.21 4.80 -5.78
C: -0.94 3.31 -5.76
H: -2.52 4.94 -4.05
H: -1.20 6.12 -4.06
H: -2.03 5.09 -6.43
H: -0.31 5.33 -6.11
H: -1.86 2.73 -5.85
H: -0.22 3.02 -6.53
O: -1.48 8.23 -4.78
C: -0.32 8.33 -5.10
O: 0.12 8.35 -6.38
C: 1.55 8.37 -6.40
C: 1.95 8.92 -5.05
C: 0.85 8.41 -4.15
H: 1.92 7.35 -6.56
H: 1.90 9.01 -7.22
H: 2.95 8.60 -4.74
H: 1.94 10.01 -5.07
H: 1.06 7.41 -3.76
H: 0.64 9.10 -3.33
O: -3.80 -2.96 0.22
C: -3.85 -3.44 -0.88
O: -3.06 -3.05 -1.92
C: -3.46 -3.74 -3.10
C: -4.18 -4.97 -2.62
C: -4.82 -4.50 -1.33
H: -4.11 -3.08 -3.69
H: -2.58 -3.98 -3.70
H: -4.90 -5.36 -3.35
H: -3.46 -5.77 -2.41
H: -5.80 -4.05 -1.50
H: -4.89 -5.31 -0.60
O: 4.53 -3.75 -2.00
C: 5.49 -4.43 -2.24
O: 5.62 -5.73 -1.85
C: 6.92 -6.20 -2.21
C: 7.38 -5.29 -3.33
C: 6.72 -3.97 -2.97
H: 7.57 -6.14 -1.34
H: 6.86 -7.24 -2.53
H: 8.47 -5.23 -3.42
H: 6.99 -5.65 -4.29
H: 7.34 -3.38 -2.29
H: 6.46 -3.40 -3.86
O: 3.62 5.55 -7.73
C: 3.91 6.37 -8.57
O: 3.00 7.02 -9.35
C: 3.69 7.83 -10.31
C: 5.07 8.06 -9.72
C: 5.31 6.78 -8.95
H: 3.73 7.29 -11.26
H: 3.15 8.76 -10.45
H: 5.83 8.27 -10.47
H: 5.04 8.90 -9.03
H: 5.75 6.00 -9.57
H: 5.92 6.95 -8.06

These are the Löwdin partial charges, in e, on atoms 1 to 99: -0.13 -0.24 -0.22 -0.16 -0.16 -0.21 -0.21 -0.20 -0.19 -0.11 -0.24 -0.07 -0.32 0.02 -0.25 -0.11 -0.18 -0.19 -0.25 0.45 -0.38 -0.41 0.36 -0.16 -0.68 -0.18 0.66 -0.16 -0.08 -0.32 -0.04 -0.20 -0.17 -0.13 -0.03 -0.06 -0.08 -0.07 -0.03 0.10 0.09 0.10 0.13 0.11 0.11 0.10 0.10 0.11 0.11 0.10 0.11 0.11 0.11 0.10 0.12 0.10 0.12 0.12 0.15 0.12 0.12 0.12 0.10 0.12 0.12 0.12 0.09 0.11 0.14 0.10 0.08 0.08 0.08 0.14 0.13 0.13 0.13 0.06 0.09 0.10 0.13 0.13 0.09 0.09 0.07 0.08 0.10 0.11 -0.48 0.01 -0.15 -0.15 -0.08 0.14 0.09 0.12 0.11 0.13 0.13



Record 3
The following is a DFT calculation (the ωB97M-V functional and the def2-TZVPD basis) of a cluster of 11 separate species, C50H80F6N4O25S2 in total.

The calculation puts the gap between HOMO and LUMO at 8.2 eV. The highest occupied orbital energy is -8.1428 eV. The calculation puts the lowest unoccupied orbital energy at 0.07 eV. The largest force on an atom comes out at 5.06 eV/A. The molar mass comes out at 1315.32 g mol⁻¹.

Element x y z (Å)
O: -20.38 21.23 14.65
H: -21.36 21.01 14.39
H: -19.75 21.09 13.91
H: -20.15 20.70 15.44
C: -23.21 18.59 12.84
F: -22.03 18.97 12.37
F: -24.17 19.19 12.17
F: -23.41 17.28 12.70
S: -23.39 19.11 14.68
O: -24.73 18.64 14.97
O: -22.35 18.40 15.42
N: -22.87 20.70 14.51
S: -24.19 21.55 14.78
O: -25.34 21.28 13.92
O: -24.54 21.76 16.17
C: -23.80 23.35 14.20
F: -22.49 23.53 14.18
F: -24.32 23.51 12.99
F: -24.39 24.20 15.03
C: -27.88 12.90 12.95
O: -26.50 13.24 12.87
C: -26.09 14.16 13.87
C: -24.72 14.74 13.50
N: -23.80 13.64 13.32
C: -22.41 14.02 13.25
C: -21.56 12.80 13.03
O: -20.66 13.10 11.95
C: -19.92 11.94 11.55
H: -28.49 13.48 13.64
H: -27.97 11.82 13.08
H: -28.32 13.07 11.96
H: -26.09 13.71 14.87
H: -26.81 14.99 13.87
H: -24.43 15.39 14.33
H: -24.86 15.37 12.62
H: -24.15 12.87 12.79
H: -22.23 14.65 14.12
H: -22.19 14.68 12.39
H: -22.18 11.98 12.67
H: -21.04 12.56 13.96
H: -19.83 11.16 12.31
H: -18.91 12.24 11.28
H: -20.41 11.55 10.65
C: -19.09 17.96 13.06
O: -19.15 19.36 12.86
C: -18.70 19.75 11.59
C: -18.67 21.26 11.46
N: -18.14 21.89 12.68
C: -18.31 23.33 12.64
C: -17.50 24.08 13.72
O: -17.96 25.41 13.77
C: -19.26 25.49 14.34
H: -19.54 17.77 14.04
H: -18.06 17.59 13.17
H: -19.59 17.43 12.26
H: -19.30 19.27 10.81
H: -17.71 19.34 11.35
H: -19.71 21.58 11.28
H: -18.15 21.71 10.61
H: -17.15 21.64 12.70
H: -19.32 23.64 12.89
H: -18.06 23.74 11.66
H: -16.43 24.05 13.55
H: -17.77 23.59 14.67
H: -20.18 25.23 13.82
H: -19.39 26.47 14.80
H: -19.27 24.72 15.13
C: -25.73 18.43 18.98
O: -26.51 19.34 18.22
C: -27.37 20.19 18.88
C: -27.96 21.32 18.01
N: -27.22 22.57 18.19
C: -27.43 23.64 17.20
C: -28.81 24.31 17.28
O: -28.73 25.47 16.50
C: -29.76 26.43 16.65
H: -24.92 19.05 19.38
H: -25.37 17.57 18.43
H: -26.31 18.00 19.80
H: -26.93 20.72 19.74
H: -28.27 19.76 19.34
H: -28.98 21.37 18.39
H: -27.93 21.09 16.93
H: -26.29 22.24 17.93
H: -27.25 23.28 16.18
H: -26.68 24.42 17.31
H: -29.00 24.48 18.34
H: -29.50 23.51 16.97
H: -30.69 25.89 16.41
H: -29.68 27.24 15.94
H: -29.81 26.84 17.66
C: -22.16 21.49 9.84
C: -22.24 22.83 10.19
C: -21.45 23.78 9.54
C: -20.40 23.32 8.75
C: -20.35 22.00 8.33
C: -21.24 21.09 8.91
O: -21.19 19.77 8.53
O: -21.25 25.01 10.12
H: -22.81 20.73 10.25
H: -22.88 23.16 11.00
H: -19.77 24.06 8.29
H: -19.59 21.59 7.68
H: -20.47 19.58 7.92
H: -22.04 25.54 10.34
C: -20.81 24.83 17.27
C: -21.60 23.76 16.83
C: -21.11 22.48 16.87
C: -19.84 22.23 17.42
C: -19.02 23.29 17.75
C: -19.51 24.59 17.68
O: -18.68 25.64 17.96
O: -21.95 21.43 16.53
H: -21.17 25.84 17.13
H: -22.53 23.85 16.29
H: -19.49 21.26 17.74
H: -17.98 23.09 17.98
H: -18.95 26.48 17.59
H: -22.55 21.10 17.20
C: -19.80 18.39 19.08
C: -19.65 19.21 17.95
C: -18.39 19.52 17.53
C: -17.22 19.05 18.13
C: -17.41 18.23 19.23
C: -18.68 17.87 19.71
O: -18.77 17.05 20.79
O: -18.34 20.28 16.36
H: -20.82 18.06 19.26
H: -20.47 19.32 17.24
H: -16.21 19.28 17.81
H: -16.56 17.73 19.68
H: -19.68 17.11 21.12
H: -17.40 20.23 16.12
C: -25.82 25.55 10.51
C: -27.02 25.22 11.12
C: -27.18 25.43 12.50
C: -26.20 26.05 13.24
C: -24.97 26.29 12.63
C: -24.75 25.99 11.28
O: -23.59 26.43 10.67
O: -28.30 25.00 13.15
H: -25.76 25.33 9.45
H: -27.86 24.73 10.64
H: -26.28 26.27 14.29
H: -24.13 26.66 13.20
H: -23.41 27.37 10.76
H: -28.43 25.29 14.06
C: -22.12 15.29 17.27
C: -23.61 15.03 17.22
O: -24.06 15.11 18.58
C: -23.13 15.90 19.23
O: -23.15 16.28 20.36
O: -21.99 15.93 18.53
H: -21.93 15.97 16.44
H: -21.47 14.41 17.30
H: -23.77 14.01 16.88
H: -24.18 15.66 16.52
C: -26.16 20.59 9.58
C: -27.67 20.41 9.56
O: -28.12 21.29 8.53
C: -27.16 22.22 8.31
O: -27.38 23.20 7.67
O: -26.01 21.81 8.84
H: -25.58 19.90 8.97
H: -25.83 20.69 10.61
H: -28.10 20.84 10.47
H: -27.99 19.41 9.29

These are the Löwdin partial charges, in e, on atoms 1 to 99: 0.18 0.07 0.11 0.10 -0.67 0.15 0.14 0.14 0.67 -0.26 -0.31 -0.32 0.63 -0.29 -0.28 -0.65 0.13 0.14 0.15 -0.11 -0.19 -0.22 -0.21 -0.06 -0.21 -0.21 -0.20 -0.11 0.09 0.08 0.08 0.12 0.12 0.10 0.11 0.11 0.11 0.12 0.12 0.12 0.08 0.08 0.09 -0.08 -0.22 -0.22 -0.18 -0.06 -0.20 -0.20 -0.16 -0.10 0.09 0.09 0.09 0.12 0.12 0.11 0.12 0.13 0.10 0.13 0.13 0.11 0.08 0.09 0.07 -0.08 -0.18 -0.26 -0.20 -0.06 -0.21 -0.23 -0.21 -0.10 0.09 0.07 0.09 0.13 0.11 0.11 0.13 0.09 0.11 0.12 0.13 0.12 0.09 0.09 0.09 -0.02 0.01 -0.30 -0.03 -0.03 -0.35 0.04 0.01